[1]
Formula: C26H42O24
Source: the Open Molecules 2025 dataset
Level of theory: ωB97M-V/def2-TZVPD

Positions of all 92 atoms, in Å:
C (14.0005, -19.4045, -23.4912)
C (12.6993, -19.1373, -24.1801)
C (11.4860, -18.7434, -23.2653)
O (10.9527, -17.5954, -23.8578)
C (11.9054, -17.0270, -24.6672)
O (11.8573, -15.9175, -25.1399)
O (12.8240, -17.9673, -25.0043)
H (14.7392, -19.6116, -24.2620)
H (13.9469, -20.2031, -22.7473)
H (14.3196, -18.5458, -22.8942)
H (12.3141, -19.9675, -24.7717)
H (11.6874, -18.7345, -22.1855)
H (10.7787, -19.5824, -23.3139)
C (13.4259, -7.7199, -22.9183)
C (14.5709, -8.4327, -22.2847)
O (14.1865, -9.7536, -21.9734)
C (14.2851, -10.2558, -20.7342)
O (14.4923, -9.6285, -19.7205)
O (14.0333, -11.5570, -20.8139)
C (13.8822, -12.2381, -19.5842)
H (12.9545, -8.3464, -23.6786)
H (13.7352, -6.7717, -23.3626)
H (12.6238, -7.4549, -22.2247)
H (14.8366, -7.8899, -21.3651)
H (15.4852, -8.3709, -22.8735)
H (12.8224, -12.3030, -19.3100)
H (14.3612, -11.7248, -18.7508)
H (14.2835, -13.2415, -19.6803)
C (14.6965, -17.9807, -19.3310)
O (13.3307, -17.6115, -19.4323)
C (13.0140, -16.8091, -20.4152)
O (13.8128, -16.3104, -21.1341)
O (11.6794, -16.7202, -20.4888)
C (11.1516, -15.4857, -20.9767)
H (14.9378, -18.5957, -20.2001)
H (14.8688, -18.4855, -18.3904)
H (15.3343, -17.1024, -19.4164)
H (10.1867, -15.4099, -20.4811)
H (11.0722, -15.5063, -22.0573)
H (11.7289, -14.6183, -20.6611)
C (14.1148, -21.6317, -20.1669)
O (14.6011, -21.7966, -18.8215)
C (15.7882, -21.3044, -18.4555)
O (16.1168, -21.2392, -17.3251)
O (16.4522, -20.7890, -19.4813)
C (17.6363, -20.0211, -19.2765)
H (14.6935, -22.2515, -20.8416)
H (14.2192, -20.5888, -20.4716)
H (13.0482, -21.8085, -20.1041)
H (18.4127, -20.6911, -18.8945)
H (17.5733, -19.1623, -18.6125)
H (17.9515, -19.7017, -20.2637)
O (9.7595, -17.1247, -16.8468)
C (10.2181, -18.1434, -17.1698)
O (10.6041, -19.0893, -16.3349)
C (11.1685, -20.1841, -17.0360)
C (10.8176, -19.8607, -18.4984)
O (10.3923, -18.5080, -18.4526)
H (12.2161, -20.3410, -16.8226)
H (10.5662, -21.0399, -16.7409)
H (10.0382, -20.4540, -18.9612)
H (11.7346, -19.8567, -19.0905)
O (7.0424, -17.9258, -21.5001)
C (7.0746, -17.4600, -20.4364)
O (7.3801, -16.1600, -20.1833)
C (7.3264, -15.9174, -18.7465)
C (6.4867, -17.1099, -18.2696)
O (6.7851, -18.1095, -19.2757)
H (8.3079, -15.8434, -18.2846)
H (6.7728, -14.9895, -18.6087)
H (5.4385, -16.8027, -18.2685)
H (6.8124, -17.4604, -17.2955)
O (17.1094, -18.2334, -23.0578)
C (17.8265, -17.3951, -22.6870)
O (18.2310, -16.3700, -23.4342)
C (18.8022, -15.3752, -22.6116)
C (18.9934, -16.1055, -21.2544)
O (18.3566, -17.3353, -21.4415)
H (19.7619, -15.0429, -23.0009)
H (18.1683, -14.4884, -22.5411)
H (18.6572, -15.5543, -20.3928)
H (20.0693, -16.2675, -21.1510)
O (15.1197, -14.3253, -16.5785)
C (14.0276, -14.2406, -16.5135)
O (13.2049, -15.3063, -16.4440)
C (11.8359, -14.8912, -16.3607)
C (11.9864, -13.3270, -16.2795)
O (13.3578, -13.0856, -16.5911)
H (11.3044, -15.1973, -17.2520)
H (11.4572, -15.2548, -15.4175)
H (11.7945, -13.0453, -15.2445)
H (11.3665, -12.7718, -16.9715)

Total charge: 0
Total energy in eV: -76782.1573
Gap between HOMO and LUMO in eV: 11.089
Spin multiplicity: 1
SMILES string: C[C@H]1COC(=O)O1.CCOC(=O)OC.COC(=O)OC.COC(=O)OC.O=C1OCCO1.O=C1OCCO1.O=C1OCCO1.O=C1OCCO1
LUMO in hartree: 0.0146

***

[2]
Formula: C26H43Cl2OPSc
Source: the Open Molecules 2025 dataset
Level of theory: ωB97M-V/def2-TZVPD

Positions of all 74 atoms, in Å:
P (-0.1324, 0.6519, -2.2859)
C (-1.7645, 0.2289, -3.0699)
C (-2.2326, 1.0807, -4.2631)
C (-3.6783, 0.7092, -4.6333)
C (-3.8229, -0.7874, -4.9354)
C (-3.3117, -1.6373, -3.7656)
C (-1.8648, -1.2667, -3.4155)
C (1.2644, 0.0848, -3.3646)
C (1.1745, 0.5027, -4.8411)
C (2.4845, 0.1629, -5.5695)
C (2.8316, -1.3253, -5.4307)
C (2.8889, -1.7440, -3.9558)
C (1.5789, -1.4132, -3.2303)
C (-0.0417, 2.5063, -2.4284)
C (-1.1881, 3.1562, -1.6329)
C (-1.1805, 4.6808, -1.7959)
C (0.1748, 5.2785, -1.3984)
C (1.3179, 4.6187, -2.1770)
C (1.3138, 3.0937, -2.0006)
H (-2.4538, 0.4121, -2.2327)
H (-1.5786, 0.9182, -5.1287)
H (-2.1888, 2.1474, -4.0217)
H (-4.0046, 1.3056, -5.4942)
H (-4.3347, 0.9730, -3.7926)
H (-4.8695, -1.0295, -5.1560)
H (-3.2426, -1.0315, -5.8373)
H (-3.9445, -1.4700, -2.8835)
H (-3.3755, -2.7042, -4.0124)
H (-1.5064, -1.8758, -2.5795)
H (-1.2203, -1.4885, -4.2763)
H (2.1141, 0.6068, -2.9033)
H (3.2966, 0.7659, -5.1392)
H (0.9621, 1.5741, -4.9342)
H (0.3461, -0.0320, -5.3232)
H (2.4056, 0.4410, -6.6278)
H (3.7859, -1.5381, -5.9275)
H (2.0646, -1.9222, -5.9458)
H (3.0995, -2.8169, -3.8702)
H (3.7117, -1.2146, -3.4556)
H (1.6601, -1.6661, -2.1725)
H (0.7671, -2.0164, -3.6521)
H (-0.1843, 2.7364, -3.4937)
H (-2.1553, 2.7385, -1.9303)
H (-1.0737, 2.8974, -0.5717)
H (-1.3947, 4.9329, -2.8447)
H (-1.9850, 5.1207, -1.1938)
H (0.3384, 5.1190, -0.3244)
H (0.1761, 6.3631, -1.5617)
H (2.2840, 5.0236, -1.8524)
H (1.2150, 4.8577, -3.2456)
H (2.1255, 2.6572, -2.5908)
H (1.5168, 2.8306, -0.9559)
Sc (0.0000, 0.0000, 0.0000)
Cl (2.3875, 0.2330, -0.1882)
Cl (-2.3783, 0.3328, 0.2336)
C (-0.3520, -1.7917, -0.2642)
H (-1.4119, -2.0103, -0.4744)
C (0.4420, -3.0146, -0.2380)
C (1.8502, -3.0587, -0.1911)
C (2.5180, -4.2765, -0.1836)
C (1.8029, -5.4784, -0.2110)
C (0.4074, -5.4556, -0.2540)
C (-0.2636, -4.2372, -0.2724)
H (2.3975, -2.1216, -0.1730)
H (3.6040, -4.2930, -0.1524)
H (-0.1537, -6.3857, -0.2760)
H (-1.3500, -4.2114, -0.3113)
H (2.3316, -6.4276, -0.1997)
C (-0.5112, 0.0818, 2.7970)
O (0.6221, -0.0001, 1.9818)
H (-1.0134, 1.0562, 2.6288)
H (-0.2064, 0.0474, 3.8650)
H (-1.2112, -0.7555, 2.5852)
H (1.0042, -0.9028, 2.1389)

Total charge: -1
Total energy in eV: -84745.9817
Gap between HOMO and LUMO in eV: 5.150
Spin multiplicity: 1
Relative energy (zero: lowest compared OMol25 entry of this formula, charge and spin) in kJ/mol: 0.0
LUMO in hartree: 0.0947